--- one ---
19
Properties=species:S:1:pos:R:3:mulliken_charge:R:1 method="wB97M-V/def2-TZVPD" gap_ev=8.40
C -0.18 0.69 1.69 -0.9015
N 0.45 1.07 0.46 0.3858
C 0.85 0.22 -0.52 0.6964
C 0.19 -1.11 -0.60 0.2149
N 1.12 2.32 0.54 -0.8983
N 1.11 -2.17 -0.74 -0.5722
N -2.11 -0.33 -0.39 -0.4672
C -1.13 -1.30 -0.62 -0.5654
O 1.70 0.56 -1.34 -0.7101
H 2.00 2.22 0.03 0.2893
H 0.58 3.03 0.05 0.2352
H 1.97 -1.84 -1.17 0.2636
H 0.74 -2.97 -1.23 0.2273
H -2.97 -0.50 -0.89 0.2620
H -1.78 0.61 -0.52 0.1845
H -1.53 -2.30 -0.76 0.3796
H -0.40 -0.37 1.68 0.3793
H -1.11 1.26 1.83 0.2824
H 0.49 0.93 2.52 0.3147

=====

--- two ---
19
Properties=species:S:1:pos:R:3:mulliken_charge:R:1 method="wB97M-V/def2-TZVPD" gap_ev="7.86 / 7.18"
C -0.05 -1.74 -0.78 -1.4009
N 0.78 1.12 -1.34 -0.1702
C -0.14 0.58 0.48 0.7275
C -0.30 -0.58 0.06 0.2630
N 2.09 0.85 -1.69 -0.5623
N -0.35 1.62 1.29 -0.3946
C -1.67 -0.81 2.69 -0.3033
O -0.05 0.88 -2.46 -0.4378
N -1.56 -1.26 1.53 -0.5242
H 0.50 1.15 -3.22 0.3847
H 2.28 -0.16 -1.64 0.2218
H 2.70 1.34 -1.05 0.2507
H 0.44 2.21 1.52 0.2503
H -1.21 2.12 1.12 0.2614
H 1.01 -2.02 -0.76 0.2651
H -0.63 -2.59 -0.43 0.3916
H -0.36 -1.54 -1.81 0.2993
H -1.18 0.12 3.06 0.2185
H -2.32 -1.29 3.44 0.2594

=====

--- three ---
19
Properties=species:S:1:pos:R:3:mulliken_charge:R:1 method="wB97M-V/def2-TZVPD" gap_ev=9.13
C 1.45 1.82 1.55 -0.6688
C -0.21 0.35 0.69 0.4153
C 0.04 -0.90 -2.72 -0.4498
C 0.85 -1.83 -1.80 -0.5213
H 1.85 2.99 1.54 0.2852
H 0.58 1.86 2.64 0.2110
H 2.60 0.83 1.69 0.2234
H 1.11 1.30 -0.77 0.3754
H -0.96 1.26 2.32 0.3105
H -1.16 -1.56 0.87 0.4391
H 0.85 -0.31 -3.26 0.2132
H -1.03 -0.84 -2.83 0.3974
H 0.20 -2.74 -1.41 0.2212
H 2.00 -2.00 -1.75 0.2294
N 0.66 1.53 0.24 -0.3261
N -0.78 0.27 1.86 -0.1629
N -0.58 -0.52 -0.31 -0.5677
N 0.38 -0.48 -1.37 -0.0429
O -2.07 -0.39 1.46 -0.5817

=====

Most stable structure, least stable structure: one, three.

=====

--- one ---
70
Properties=species:S:1:pos:R:3:mulliken_charge:R:1 method="wB97M-V/def2-TZVPD" total_charge=+1 gap_ev=6.89
In 0.41 -0.33 -0.16 0.9600
C -1.14 -0.39 2.78 -0.8724
C -1.18 -1.85 2.22 -0.4966
N 0.02 -2.20 1.47 -0.1018
C 1.19 -2.56 2.28 -0.8006
C 2.49 -2.03 1.67 -0.9677
N 2.40 -0.63 1.24 -0.2961
C 2.44 0.40 2.29 -0.9190
C 1.15 0.51 3.11 -0.8353
N -0.04 0.41 2.26 0.1457
H -2.07 0.11 2.49 0.3880
H -1.13 -0.41 3.87 0.3646
H -1.39 -2.54 3.04 0.4173
H -2.01 -1.94 1.51 0.1178
H -0.17 -2.91 0.79 0.3738
H 1.05 -2.16 3.28 0.3082
H 1.27 -3.64 2.40 0.5278
H 3.30 -2.18 2.40 0.4383
H 2.73 -2.62 0.79 0.4090
H 3.18 -0.45 0.61 0.2947
H 3.28 0.25 2.99 0.4292
H 2.60 1.35 1.78 0.4260
H 1.11 -0.27 3.88 0.3425
H 1.18 1.46 3.64 0.4694
H -0.37 1.34 2.01 0.1489
C 1.07 -4.44 -3.31 -1.0831
S 0.27 -3.06 -2.60 0.9412
O -0.85 -2.67 -3.40 -0.5701
O 1.41 -1.96 -2.74 0.0487
O 0.06 -3.30 -1.20 -0.6190
H 1.22 -4.24 -4.37 0.3402
H 0.40 -5.30 -3.18 0.4139
H 2.01 -4.60 -2.80 0.3377
O -2.20 6.70 2.07 -0.6542
S -2.36 6.17 0.75 1.1942
O -3.52 6.55 -0.01 -0.6634
N -2.25 4.52 0.79 -0.5823
C -1.21 4.10 0.15 0.1092
S -0.83 2.43 -0.05 -0.4626
C -0.36 5.17 -0.46 0.6012
C 0.80 5.05 -1.21 -0.4876
C 1.40 6.21 -1.67 -0.6980
C 0.86 7.46 -1.40 -0.4476
C -0.31 7.58 -0.65 -0.6319
C -0.89 6.42 -0.20 -0.0996
H 1.21 4.07 -1.41 0.5498
H 2.31 6.14 -2.26 0.4009
H 1.35 8.35 -1.77 0.3911
H -0.74 8.55 -0.43 0.4301
Cl 3.04 0.41 -3.13 -0.1750
Si 1.45 -0.63 -3.78 0.3728
Cl 1.70 -1.36 -5.64 -0.2371
Cl -0.22 0.49 -3.67 0.0159
N -5.58 0.07 -2.07 -0.1106
C -4.83 1.32 -1.68 -0.7557
C -3.35 1.07 -1.90 -0.5470
N -2.86 -0.09 -1.17 0.5967
C -3.62 -1.29 -1.48 -0.6600
C -5.12 -1.12 -1.28 -0.7926
H -5.39 -0.11 -3.06 0.3837
H -6.59 0.20 -1.98 0.3511
H -5.05 1.51 -0.62 0.3503
H -5.21 2.15 -2.27 0.3971
H -2.78 1.94 -1.58 -0.0765
H -3.16 0.91 -2.97 0.4304
H -2.83 0.10 -0.17 -0.0378
H -3.27 -2.13 -0.87 0.2916
H -3.41 -1.57 -2.52 0.3829
H -5.36 -0.91 -0.24 0.3559
H -5.69 -1.99 -1.60 0.4338

=====

--- two ---
70
Properties=species:S:1:pos:R:3:mulliken_charge:R:1 method="wB97M-V/def2-TZVPD" total_charge=+1 gap_ev=8.16
In 1.10 -0.80 -0.68 1.7793
C -0.53 -2.40 -3.16 -0.9886
C -0.92 -0.91 -3.13 -0.2766
N 0.24 -0.08 -2.80 -0.1375
C 1.24 0.00 -3.86 -0.7805
C 2.67 0.01 -3.30 -0.5947
N 2.86 -0.96 -2.23 -0.1976
C 3.11 -2.36 -2.59 -0.9098
C 1.84 -3.08 -3.07 -0.6713
N 0.63 -2.70 -2.31 -0.3560
H -0.33 -2.71 -4.19 0.3219
H -1.39 -2.98 -2.82 0.5756
H -1.67 -0.75 -2.36 -0.1922
H -1.37 -0.62 -4.08 0.6369
H -0.08 0.85 -2.51 0.3941
H 1.10 0.89 -4.47 0.5630
H 1.11 -0.86 -4.52 0.2820
H 2.86 0.99 -2.87 -0.1220
H 3.37 -0.14 -4.12 0.5461
H 3.60 -0.63 -1.63 0.3891
H 3.49 -2.86 -1.70 0.2141
H 3.88 -2.44 -3.37 0.4687
H 2.02 -4.16 -2.99 0.4660
H 1.68 -2.87 -4.12 0.3261
H 0.40 -3.43 -1.65 0.3748
C 2.79 3.38 -0.56 -1.0702
S 2.33 1.85 0.19 0.6177
O 1.08 1.43 -0.54 -0.5825
O 2.09 2.11 1.59 -0.4944
O 3.37 0.86 -0.09 -0.6631
H 1.90 4.00 -0.61 0.3284
H 3.16 3.17 -1.57 0.2944
H 3.56 3.85 0.05 0.4246
O -1.73 1.72 -1.31 -0.7560
S -1.77 1.19 0.03 0.9255
O -1.29 2.02 1.11 -0.6494
N -1.05 -0.30 0.07 -0.2642
C -1.96 -1.30 0.21 0.2083
S -1.57 -2.90 0.22 -0.3725
C -3.34 -0.78 0.43 0.6339
C -4.50 -1.51 0.65 -0.9689
C -5.68 -0.82 0.84 -0.6166
C -5.71 0.58 0.82 -0.6241
C -4.55 1.31 0.58 -1.0736
C -3.38 0.60 0.39 0.4665
H -4.46 -2.59 0.65 0.5198
H -6.60 -1.36 1.02 0.4345
H -6.64 1.10 0.98 0.4467
H -4.56 2.39 0.55 0.5600
Cl 1.43 -2.61 2.89 -0.2720
Si 2.14 -2.48 0.99 0.6929
Cl 4.17 -2.17 1.05 -0.2620
Cl 1.91 -4.39 0.19 -0.2742
N -0.63 2.51 4.49 -0.0327
C -1.50 1.73 3.54 -0.4737
C -0.89 0.35 3.36 -0.6251
N 0.49 0.39 2.94 0.7020
C 1.32 1.16 3.85 -1.1078
C 0.80 2.58 4.01 -0.4836
H -0.64 2.04 5.40 0.3663
H -1.00 3.45 4.62 0.3508
H -1.49 2.27 2.59 0.4626
H -2.51 1.70 3.94 0.3578
H -1.49 -0.21 2.63 -0.0968
H -0.94 -0.20 4.31 0.5878
H 0.57 0.80 2.01 -0.3296
H 2.33 1.21 3.46 0.3953
H 1.34 0.64 4.82 0.4916
H 0.79 3.07 3.03 0.3821
H 1.37 3.17 4.72 0.3327

=====

Most stable structure, least stable structure: two, one.